Entry 1:
Entry from OMol25: 3 unconnected molecules or ions with the total composition C19H38BrNO5 at a distorted geometry (wB97M-V/def2-TZVPD).

Values from the calculation:
structure (SMILES)	CCN(CCCO[C@H](CCCBr)COC)C(C)=O.CC(C)=O.CC(C)=O
orbital gap	9.55	eV
spin multiplicity	1

Each line ends with the natural charge from an NBO analysis.
Positions of all 64 atoms, in Å:
C: 3.9620 0.8762 -0.2313  -0.639
C: 4.9773 0.4075 -1.2701  -0.201
N: 4.5551 -0.6248 -2.2162  -0.536
C: 3.6730 -0.1867 -3.2929  -0.207
C: 2.1884 0.0519 -2.9446  -0.474
C: 1.2685 -0.9175 -3.6925  -0.050
O: -0.0623 -0.4375 -3.7516  -0.542
C: -0.7616 -0.5922 -2.5265  0.082
C: -1.7230 -1.7688 -2.6317  -0.421
C: -2.2097 -2.3261 -1.2987  -0.432
C: -1.0922 -2.8456 -0.4189  -0.387
Br: -1.8512 -3.3446 1.3226  -0.054
C: -1.4658 0.7276 -2.2715  -0.068
O: -2.2230 0.7103 -1.0890  -0.553
C: -1.4890 1.0649 0.0731  -0.260
C: 4.1781 -1.8561 -1.6193  0.744
C: 5.2119 -2.9525 -1.7062  -0.717
O: 3.1473 -2.0608 -1.0589  -0.554
H: 3.2116 1.4945 -0.7110  0.205
H: 3.4597 0.0695 0.2823  0.222
H: 4.4501 1.5215 0.4871  0.213
H: 5.3625 1.2452 -1.8387  0.202
H: 5.8292 0.0020 -0.7264  0.189
H: 4.0779 0.7275 -3.7003  0.208
H: 3.7234 -0.9151 -4.0977  0.191
H: 1.9723 -0.0671 -1.8972  0.226
H: 1.8961 1.0408 -3.2812  0.210
H: 1.6274 -1.1297 -4.6901  0.181
H: 1.2463 -1.8353 -3.1017  0.165
H: -0.0784 -0.7709 -1.6992  0.164
H: -1.2140 -2.5661 -3.1671  0.208
H: -2.5916 -1.4675 -3.2023  0.216
H: -2.7877 -1.6178 -0.7228  0.230
H: -2.8590 -3.1678 -1.5136  0.208
H: -0.3301 -2.1088 -0.2171  0.211
H: -0.6120 -3.7260 -0.8169  0.214
H: -0.6877 1.4892 -2.2279  0.170
H: -2.0861 0.9777 -3.1240  0.189
H: -0.4186 1.0318 -0.0914  0.166
H: -1.7119 0.3511 0.8626  0.181
H: -1.7781 2.0488 0.4321  0.203
H: 5.1685 -3.5587 -0.8145  0.230
H: 5.0961 -3.5319 -2.6132  0.241
H: 6.1956 -2.4980 -1.7351  0.225
C: -4.8267 -0.6706 5.2415  -0.721
C: -4.3638 -0.3133 3.8490  0.602
C: -4.6582 -1.3013 2.7499  -0.721
O: -3.7773 0.7198 3.6196  -0.557
H: -4.5490 0.1240 5.9307  0.232
H: -5.9111 -0.7899 5.2556  0.230
H: -4.3563 -1.6008 5.5641  0.231
H: -5.7354 -1.4488 2.6535  0.228
H: -4.1769 -2.2551 2.9660  0.235
H: -4.2688 -0.9173 1.8096  0.240
C: -1.4939 2.9596 3.5684  -0.720
C: -0.9379 4.1742 2.8692  0.598
C: -0.4936 5.3255 3.7411  -0.721
O: -0.8498 4.2278 1.6628  -0.553
H: -1.7766 2.2125 2.8321  0.245
H: -0.7398 2.5344 4.2336  0.225
H: -2.3779 3.2291 4.1469  0.238
H: 0.2997 4.9987 4.4152  0.227
H: -1.3358 5.6968 4.3269  0.229
H: -0.1161 6.1306 3.1142  0.232

Atomic forces in eV per Å
-0.13 0.53 -0.60
0.13 -0.65 0.62
-0.03 0.47 -0.64
-0.59 -0.06 0.63
-0.25 -0.14 -1.08
-0.18 -0.02 1.10
0.19 0.13 -0.26
-0.58 -0.06 -0.24
0.19 0.07 0.51
0.13 -0.41 0.07
-0.26 0.11 0.16
0.28 -0.07 -0.14
0.59 0.11 0.10
-0.15 0.11 -0.04
-0.35 -0.21 0.20
1.36 -0.56 -0.18
0.57 0.74 0.36
-1.53 0.06 0.42
-0.32 0.07 -0.04
0.01 -0.27 0.12
0.22 0.05 0.30
-0.01 0.18 -0.22
0.26 -0.11 0.04
0.34 0.27 -0.05
0.12 -0.26 -0.12
0.21 0.24 0.40
-0.04 0.35 0.14
-0.11 0.07 -0.36
0.24 -0.49 -0.28
0.34 0.02 0.04
0.07 -0.13 -0.23
-0.19 0.04 -0.36
-0.12 0.36 -0.09
-0.29 -0.17 0.00
0.12 0.16 0.23
0.06 -0.30 -0.06
0.08 0.30 0.04
-0.42 -0.07 -0.09
0.33 0.10 -0.14
-0.12 -0.20 0.12
0.07 0.22 -0.12
-0.28 -0.47 0.03
-0.17 -0.19 -0.14
0.24 0.07 -0.17
0.12 0.25 0.03
0.03 0.01 -0.11
0.05 0.20 -0.11
-0.01 0.02 0.12
0.00 0.00 -0.02
0.02 -0.16 0.00
-0.13 -0.08 -0.03
0.01 -0.13 0.09
-0.14 -0.07 0.03
0.01 -0.02 0.01
0.07 0.00 -0.31
0.00 -0.04 -0.05
0.05 0.11 -0.25
0.02 0.02 0.06
-0.05 0.00 0.05
-0.08 0.07 0.13
0.06 -0.05 0.12
-0.10 -0.01 0.12
0.05 -0.08 0.13
-0.01 -0.02 -0.01

=====

Entry 2:
Entry from OMol25: 6 unconnected molecules or ions with the total composition C2H15O5S at a distorted geometry (wB97M-V/def2-TZVPD).

Values from the calculation:
orbital gap	6.73	eV
ΔE to the lowest compared entry with this formula, charge and spin	1.9044	eV
spin multiplicity	1
total charge	-1

Each line ends with the natural charge from an NBO analysis.
Positions of all 23 atoms, in Å:
C: -1.1805 -1.5260 -2.9319  -0.608
C: -2.0778 -0.5328 -2.1780  -0.550
S: -1.9140 -0.3169 -0.4454  -0.714
H: -1.4908 -2.6031 -2.7439  0.184
H: -0.0698 -1.5410 -2.7104  0.195
H: -1.3091 -1.2193 -3.9917  0.180
H: -3.1002 -0.4909 -2.5736  0.176
H: -1.6375 0.3408 -2.5513  0.163
H: -0.9933 -1.9754 1.4852  0.502
H: -1.4082 -1.2679 2.7501  0.492
O: -0.6270 -1.7299 2.3666  -1.007
H: 0.2848 0.0969 2.9621  0.489
H: 0.3789 -0.6066 4.1336  0.452
O: -0.1810 0.2589 3.8014  -0.946
H: 1.5758 -0.7635 1.5007  0.481
H: 1.5662 0.4270 0.6276  0.496
O: 1.9732 0.0692 1.4217  -0.976
H: 1.1067 1.6138 -1.8908  0.464
H: -0.0758 1.8407 -1.0719  0.504
O: 0.8768 2.0631 -1.1143  -0.974
H: 2.8205 2.0867 1.5489  0.477
H: 2.3558 2.9282 0.5070  0.479
O: 3.1263 2.8479 1.0980  -0.958

Atomic forces in eV per Å
-0.19 -1.69 -0.03
0.95 -0.14 -0.84
0.14 -0.31 1.68
0.18 1.07 -0.52
-1.27 0.61 0.16
0.21 -0.78 0.21
0.03 -0.63 0.13
0.23 1.93 -0.81
0.44 0.31 0.24
1.05 -0.20 -0.23
-1.41 -0.62 -0.70
-0.71 1.21 -0.78
-2.47 2.99 -0.04
3.19 -3.41 1.40
-1.02 -2.08 0.25
-0.26 0.24 -0.34
0.97 1.79 -0.07
0.96 -1.01 -1.78
0.16 -0.05 0.64
-1.14 0.82 1.48
0.03 -1.58 1.28
0.45 0.45 -0.23
-0.49 1.08 -1.11

=====

Entry 3:
Entry from OMol25: a molecular structure, C21H43As5Pt (wB97M-V/def2-TZVPD).

Values from the calculation:
orbital gap	7.97	eV
ΔE to the lowest compared entry with this formula, charge and spin	0.0000	eV
spin multiplicity	1
total charge	+2

Each line ends with the natural charge from an NBO analysis.
Positions of all 70 atoms, in Å:
Pt: -0.4392 -0.0911 -0.7324  0.008
C: -1.4031 0.6642 2.8883  -0.938
As: -1.0927 -0.6987 1.5491  1.099
C: -2.8235 -1.5901 1.5744  -0.937
C: -0.0831 -2.1769 2.3315  -0.720
C: 1.4366 -2.2383 2.5627  -0.059
C: 1.6881 -3.6525 3.1202  -0.602
C: 2.2504 -2.1318 1.2526  -0.713
As: 1.7711 -0.9640 -0.2540  1.085
C: 2.9070 0.6055 -0.2408  -0.945
C: 2.6710 -1.9697 -1.6443  -0.940
C: 1.9090 -1.2594 3.6446  -0.718
As: 2.0805 0.6540 3.2000  0.793
C: 1.9237 1.3342 5.0225  -0.929
C: 4.0340 0.7540 3.0974  -0.937
H: -0.5253 1.2807 3.0422  0.263
H: -1.6707 0.1392 3.8054  0.247
H: -2.2323 1.2945 2.5756  0.245
H: -3.1801 -1.6366 2.6022  0.252
H: -2.7225 -2.5999 1.1808  0.253
H: -3.5509 -1.0421 0.9738  0.226
H: -0.3569 -2.9819 1.6395  0.238
H: -0.5767 -2.4051 3.2807  0.250
H: 1.2919 -4.4218 2.4542  0.214
H: 1.2142 -3.7671 4.0953  0.228
H: 2.7567 -3.8320 3.2454  0.229
H: 2.3081 -3.1219 0.7961  0.250
H: 3.2822 -1.8262 1.4535  0.250
H: 3.9524 0.2996 -0.1975  0.245
H: 2.6653 1.2698 0.5837  0.263
H: 2.7274 1.1256 -1.1819  0.239
H: 3.6450 -2.2783 -1.2645  0.253
H: 2.8258 -1.3277 -2.5081  0.233
H: 2.1027 -2.8534 -1.9287  0.250
H: 2.8794 -1.5879 4.0240  0.236
H: 1.2128 -1.3218 4.4862  0.232
H: 0.8876 1.3150 5.3577  0.231
H: 2.2757 2.3645 5.0393  0.246
H: 2.5321 0.7390 5.7028  0.233
H: 4.4250 0.2765 2.2002  0.217
H: 4.4783 0.2814 3.9729  0.234
H: 4.3241 1.8043 3.0808  0.245
C: 1.4896 0.7209 -4.1392  -0.931
As: -0.1085 0.3457 -3.1164  1.071
C: -0.8174 -1.1763 -4.0872  -0.936
C: -1.2773 1.8288 -3.5607  -0.394
C: -1.0597 2.6345 -4.6728  -0.191
C: -1.9147 3.6956 -4.9374  -0.170
C: -2.9893 3.9526 -4.1005  -0.156
C: -3.2168 3.1474 -2.9938  -0.222
C: -2.3594 2.0890 -2.7213  -0.258
As: -2.6178 0.9180 -1.2081  1.064
C: -3.5944 1.9571 0.0895  -0.941
C: -3.9917 -0.2980 -1.8442  -0.932
H: 1.1766 0.8028 -5.1785  0.254
H: 2.1879 -0.1086 -4.0627  0.248
H: 1.9639 1.6446 -3.8159  0.259
H: -1.0819 -0.8598 -5.0956  0.255
H: -1.6941 -1.5747 -3.5836  0.240
H: -0.0561 -1.9536 -4.1403  0.251
H: -0.2298 2.4584 -5.3424  0.225
H: -1.7352 4.3252 -5.7980  0.244
H: -3.6490 4.7850 -4.3031  0.243
H: -4.0638 3.3597 -2.3536  0.223
H: -4.5089 2.3096 -0.3847  0.255
H: -3.0039 2.8021 0.4374  0.262
H: -3.8647 1.3217 0.9301  0.244
H: -4.7499 0.2941 -2.3559  0.256
H: -4.4575 -0.8207 -1.0084  0.247
H: -3.5773 -1.0266 -2.5359  0.245

Atomic forces in eV per Å
-0.31 -0.19 0.45
0.02 -0.05 -0.04
-0.02 -0.04 -0.08
0.01 0.13 -0.14
0.07 -0.10 -0.11
0.00 0.12 -0.05
0.06 -0.04 -0.06
-0.10 0.21 0.06
0.28 0.24 -0.22
0.11 -0.05 -0.02
-0.12 -0.04 -0.04
-0.12 0.01 0.07
0.14 0.00 -0.06
-0.02 0.02 0.01
0.01 0.02 0.03
0.02 0.00 -0.03
-0.01 0.06 0.04
-0.05 -0.04 -0.01
0.02 -0.03 0.02
-0.02 0.02 -0.04
0.08 -0.07 0.11
0.02 -0.04 0.06
-0.08 0.07 -0.04
0.00 0.00 0.00
0.00 -0.01 0.01
0.01 0.02 0.01
-0.07 0.04 -0.12
-0.02 -0.12 0.14
-0.01 0.03 0.03
-0.02 -0.04 -0.04
0.03 -0.02 -0.01
-0.01 0.01 0.02
-0.02 -0.05 0.00
-0.01 0.02 -0.01
0.00 0.00 0.00
0.03 0.00 0.02
-0.01 -0.01 -0.01
-0.02 0.00 0.02
0.00 0.00 -0.01
-0.03 -0.01 0.00
-0.01 0.00 0.00
0.02 -0.01 -0.03
0.05 -0.03 0.17
-0.21 -0.07 0.00
0.03 0.06 -0.11
0.04 0.01 0.03
-0.05 -0.05 0.00
-0.01 0.01 0.00
0.00 0.02 -0.01
-0.05 -0.06 0.01
0.11 0.02 0.06
0.05 -0.08 -0.23
0.06 0.04 0.04
-0.07 -0.02 0.13
0.04 0.03 -0.02
-0.01 0.03 0.02
-0.01 0.00 0.00
0.00 -0.03 0.00
0.01 0.02 -0.01
0.01 0.01 0.02
0.04 -0.02 0.00
0.00 0.01 0.00
-0.01 0.00 -0.01
0.02 0.00 0.01
0.00 0.03 0.04
0.01 -0.01 -0.03
-0.02 0.00 0.01
0.02 0.01 0.00
0.06 0.02 -0.06
0.02 0.02 0.00

=====

Entry 4:
Entry from OMol25: C6H6N2O in the gas phase at a distorted geometry (wB97M-V/def2-TZVPD).

Values from the calculation:
structure (SMILES)	[H]/N=C\C(=C)OC(=C)C#N
orbital gap	9.92	eV
ΔE to the lowest compared entry with this formula, charge and spin	2.1822	eV
spin multiplicity	1

Each line ends with the natural charge from an NBO analysis.
Positions of all 15 atoms, in Å:
H: -1.1446 -2.0422 -2.1790  0.329
N: -1.7780 -1.6518 -1.4824  -0.558
C: -1.3274 -0.6852 -0.8197  0.064
C: -0.0122 -0.0295 -0.9256  0.200
C: 0.9619 -0.4100 -1.7603  -0.370
O: 0.1553 1.1159 -0.1662  -0.470
C: 0.2954 0.9830 1.1830  0.194
C: 0.4300 -0.1513 1.8705  -0.425
C: 0.3417 2.2408 1.8544  0.233
N: 0.3893 3.2402 2.4117  -0.261
H: -1.9911 -0.2523 -0.0740  0.183
H: 0.8347 -1.2393 -2.4276  0.204
H: 1.8927 0.1244 -1.8126  0.223
H: 0.5399 -0.1284 2.9368  0.232
H: 0.4122 -1.1143 1.3909  0.222

Atomic forces in eV per Å
0.20 0.18 0.07
-0.41 -0.52 -0.22
-0.21 0.25 0.34
1.10 -0.44 -0.83
-0.60 0.50 0.68
-0.06 0.22 0.01
0.12 -0.95 0.07
-0.15 0.15 -0.36
-0.05 0.33 -0.03
0.01 0.26 0.15
-0.03 0.12 0.10
-0.12 -0.25 -0.13
0.16 0.16 0.07
0.03 0.13 0.22
0.03 -0.13 -0.15

=====

Entry 5:
Entry from OMol25: C6H11N in the gas phase at a distorted geometry (wB97M-V/def2-TZVPD).

Values from the calculation:
structure (SMILES)	C=CC/C(C)=C/N
orbital gap	7.94	eV
ΔE to the lowest compared entry with this formula, charge and spin	5.1256	eV
spin multiplicity	1

Each line ends with the natural charge from an NBO analysis.
Positions of all 18 atoms, in Å:
C: -0.1946 -1.1962 -2.4675  -0.437
C: 0.5267 -1.3383 -1.3746  -0.105
C: 1.2438 -0.3872 -0.4457  -0.477
C: 0.3449 0.3874 0.4246  -0.097
C: 1.0536 1.2532 1.4603  -0.637
C: -1.0763 0.3602 0.4390  0.006
N: -1.7916 0.7448 1.5353  -0.854
H: -1.2432 -1.4958 -2.5632  0.187
H: 0.3133 -1.0922 -3.3102  0.192
H: 0.4197 -2.4346 -1.0096  0.180
H: 1.8646 -1.0470 0.0953  0.213
H: 1.9571 0.3376 -0.9194  0.200
H: 1.4353 0.4873 2.2252  0.213
H: 1.9590 1.7195 1.0257  0.221
H: 0.3334 2.0406 1.8744  0.201
H: -1.7876 0.0905 -0.3499  0.205
H: -1.3213 1.3557 2.1813  0.380
H: -2.7779 0.3502 1.7862  0.408

Atomic forces in eV per Å
-2.37 -0.26 0.90
-0.40 -2.48 2.88
1.40 0.42 -3.13
-4.13 0.92 0.41
-0.33 -1.35 0.71
2.78 -0.72 -0.43
-2.72 0.29 1.39
0.65 -1.63 -0.06
1.60 3.08 -4.14
-0.92 2.07 1.26
0.89 -0.45 1.42
-0.42 -0.52 -0.19
-0.48 1.54 -0.29
-0.60 -0.02 0.18
1.48 -1.06 -0.30
1.07 -0.80 -0.07
-0.50 -0.38 0.46
2.99 1.35 -0.97

=====

Entry 6:
Entry from OMol25: a molecular structure, C17H30NO13P3S3V at a distorted geometry (wB97M-V/def2-TZVPD).

Values from the calculation:
orbital gap (alpha / beta)	5.34 / 5.17	eV
expectation value of S²	0.7590
spin multiplicity	2
total charge	-2

Each line ends with the natural charge from an NBO analysis.
Positions of all 68 atoms, in Å:
V: -0.3948 -0.5767 0.1417  0.790
S: -1.9736 -4.8335 0.3972  -0.262
C: -1.3951 -3.2773 0.3375  -0.490
S: -2.0850 -1.9285 1.1575  -0.172
S: 0.0028 -2.7877 -0.5498  -0.097
O: -3.5812 0.8562 -0.5212  -0.995
P: -2.2607 1.0647 -1.3993  2.554
O: -2.5821 1.6674 -2.6993  -1.127
O: -1.5058 -0.2484 -1.3613  -1.110
O: -1.3480 2.1525 -0.5365  -1.091
P: -1.5869 2.4071 1.0526  2.546
O: -3.0696 3.0503 1.1347  -0.988
O: -0.6323 3.4799 1.5028  -1.168
O: -1.5690 1.0837 1.7453  -1.144
H: -3.3756 0.3610 0.2940  0.519
H: -3.0399 3.9010 0.6740  0.492
C: 3.2574 3.1073 -3.1596  -0.616
C: 2.1968 2.6240 -2.1831  -0.071
O: 1.9130 1.2602 -2.4890  -0.846
P: 1.3380 0.0834 -1.5025  1.853
O: 2.6122 -0.7482 -0.9813  -0.823
C: 3.7294 -1.0887 -1.7900  -0.055
C: 4.9265 -0.2427 -1.3872  -0.624
O: 1.0451 -0.8970 -2.7709  -0.843
C: 0.0331 -0.6756 -3.7476  -0.055
C: 0.6516 -0.8127 -5.1283  -0.620
H: 3.3875 4.1869 -3.0669  0.199
H: 2.9624 2.8652 -4.1827  0.198
H: 4.2110 2.6207 -2.9543  0.203
H: 1.2820 3.2136 -2.2961  0.172
H: 2.5524 2.7174 -1.1608  0.228
H: 3.4856 -0.9525 -2.8455  0.184
H: 3.9281 -2.1503 -1.6169  0.172
H: 4.7704 0.7891 -1.6975  0.215
H: 5.8437 -0.6279 -1.8393  0.184
H: 5.0287 -0.2352 -0.3022  0.226
H: -0.4204 0.3088 -3.6345  0.197
H: -0.7443 -1.4270 -3.5984  0.194
H: 1.3903 -0.0252 -5.2870  0.201
H: -0.1301 -0.7314 -5.8864  0.196
H: 1.1448 -1.7816 -5.2254  0.199
N: 1.2085 1.9377 2.5446  -0.774
C: 2.5960 2.3797 2.7103  -0.358
C: 3.3039 2.1241 1.3226  0.781
O: 4.4581 2.5362 1.1842  -0.734
O: 2.5465 1.5211 0.5212  -0.772
H: 0.8369 1.3203 3.2583  0.430
H: 1.2541 1.4141 1.6244  0.473
H: 0.4925 2.6923 2.2890  0.473
H: 3.1092 1.7996 3.4761  0.212
H: 2.6631 3.4391 2.9475  0.208
C: 2.6203 -2.1671 1.8577  -0.683
C: 1.4725 -1.3550 2.3909  0.309
O: 0.6485 -0.7715 1.6222  -0.591
C: 1.3102 -1.1684 3.8152  -0.119
C: 0.1228 -0.5802 4.3111  -0.237
C: -0.0562 -0.3851 5.6660  -0.197
C: 0.9249 -0.7684 6.5772  -0.268
C: 2.0839 -1.3761 6.1059  -0.236
C: 2.2775 -1.5788 4.7522  -0.176
H: 2.4694 -2.3488 0.8009  0.265
H: 2.6987 -3.1207 2.3838  0.207
H: 3.5554 -1.6085 1.9865  0.207
H: -0.6681 -0.3454 3.6052  0.260
H: -0.9799 0.0565 6.0221  0.204
H: 0.7766 -0.6117 7.6387  0.194
H: 2.8401 -1.7007 6.8122  0.194
H: 3.1831 -2.0568 4.4030  0.201

Atomic forces in eV per Å
0.67 -0.57 1.92
-0.02 -0.22 0.00
-0.16 0.01 0.08
-0.35 -0.14 0.20
0.18 -0.23 -0.25
0.20 0.02 0.03
-0.89 0.66 -0.59
0.06 -0.01 -0.01
-0.75 0.56 -0.63
-0.48 -0.31 0.19
0.14 0.99 0.18
0.16 -0.02 -0.12
-0.09 -0.25 -0.29
0.02 -0.18 -0.51
-0.12 -0.08 -0.18
-0.09 -0.14 0.16
-0.17 -0.19 0.04
0.05 0.37 0.03
-0.10 -0.03 0.40
1.10 -0.55 -1.14
-0.01 0.23 0.01
0.21 0.05 -0.03
-0.22 -0.01 0.02
-0.13 -0.13 -0.03
0.07 0.00 -0.12
-0.02 0.05 0.18
0.02 0.00 0.00
0.00 0.08 -0.03
0.03 0.02 -0.01
-0.03 -0.10 0.01
-0.05 -0.02 -0.02
0.01 -0.06 0.00
-0.05 0.01 -0.02
0.07 0.04 0.04
0.00 0.01 -0.04
0.05 -0.02 0.00
-0.04 0.02 0.01
-0.02 0.06 0.08
0.01 -0.01 -0.04
0.03 0.00 -0.05
-0.01 -0.01 -0.03
-0.44 0.15 -0.39
0.42 0.00 -0.41
-0.36 0.09 0.41
0.02 -0.01 0.02
0.46 0.10 -0.08
0.03 0.00 0.14
0.17 -0.06 0.34
0.37 -0.09 0.27
-0.09 -0.01 0.04
-0.07 -0.01 0.06
-0.24 0.28 0.01
0.20 0.09 -0.01
0.37 -0.47 0.02
-0.29 0.15 0.35
0.05 -0.18 -0.16
0.02 0.04 0.08
0.00 -0.02 -0.01
-0.07 0.03 0.17
-0.03 0.03 -0.23
-0.01 -0.03 -0.08
0.04 -0.01 0.01
0.07 -0.09 -0.02
0.04 0.10 0.01
0.00 0.00 -0.02
0.02 -0.01 0.00
0.03 0.01 -0.03
0.03 0.01 0.02